1.
ORCA calculation (ωB97M-V/def2-TZVPD) on 9 unconnected molecules or ions with the total composition C42H111N9O12.

As for the total charge: 0. As for the SMILES: COC[C@H](C)N.COC[C@H](C)N.COC[C@H](C)N.COC[C@H](C)N.COC[C@H](C)N.COC[C@H](C)N.COCCNCCOC.COCCNCCOC.COCCNCCOC. Its multiplicity is 1. The calculation puts the HOMO energy at -8.6 eV.

Each line ends with the Mulliken charge.
CARTESIAN COORDINATES (ANGSTROEM)
C 6.604 -2.679 2.481  -0.676
O 5.634 -3.486 3.236  -0.380
C 4.931 -4.562 2.562  -0.307
C 3.857 -3.870 1.731  -0.648
N 2.911 -4.773 1.021  -0.311
C 3.503 -5.594 -0.049  -0.731
C 3.660 -7.103 0.487  -0.257
O 4.321 -7.868 -0.452  -0.309
C 4.146 -9.229 -0.275  -0.707
H 7.367 -3.311 2.025  0.285
H 6.963 -1.947 3.205  0.229
H 6.001 -2.132 1.757  0.308
H 4.438 -5.178 3.314  0.269
H 5.537 -5.222 1.941  0.291
H 4.241 -3.176 0.983  0.416
H 3.247 -3.256 2.393  0.291
H 2.312 -4.228 0.416  0.244
H 4.478 -5.221 -0.365  0.267
H 2.834 -5.657 -0.906  0.467
H 2.647 -7.450 0.695  0.265
H 4.367 -7.040 1.315  0.168
H 4.566 -9.572 -1.221  0.241
H 3.125 -9.574 -0.111  0.298
H 4.800 -9.531 0.543  0.286
C -2.370 -8.029 1.327  -0.692
O -2.997 -8.565 0.126  -0.293
C -4.410 -8.369 -0.175  -0.789
C -4.882 -8.957 -1.575  -0.494
N -4.710 -7.903 -2.610  -0.351
C -3.330 -7.366 -2.683  -0.883
C -2.243 -8.172 -3.365  -0.376
O -2.666 -8.434 -4.684  -0.427
C -2.764 -7.373 -5.676  -0.720
H -2.528 -6.959 1.467  0.298
H -1.317 -8.281 1.201  0.210
H -2.696 -8.586 2.205  0.292
H -4.699 -7.318 -0.173  0.366
H -4.962 -8.905 0.597  0.491
H -5.936 -9.234 -1.589  0.454
H -4.270 -9.859 -1.576  0.288
H -4.917 -8.396 -3.468  0.300
H -2.933 -7.058 -1.716  0.278
H -3.345 -6.402 -3.192  0.476
H -1.928 -9.037 -2.781  0.349
H -1.487 -7.404 -3.526  0.328
H -3.516 -6.663 -5.333  0.322
H -3.187 -7.697 -6.627  0.297
H -1.862 -6.799 -5.887  0.276
C -11.207 4.235 -0.982  -0.803
O -10.213 3.898 -1.951  -0.260
C -10.628 3.264 -3.169  -0.437
C -9.343 3.445 -4.004  -0.940
N -8.067 3.024 -3.360  -0.288
C -7.805 1.602 -3.284  -0.346
C -7.336 0.941 -4.578  -0.557
O -6.732 -0.248 -4.233  -0.416
C -7.542 -1.358 -4.047  -0.734
H -11.802 5.042 -1.409  0.314
H -10.869 4.393 0.042  0.220
H -11.923 3.415 -1.050  0.322
H -11.505 3.721 -3.628  0.425
H -10.753 2.192 -3.020  0.274
H -9.255 4.509 -4.225  0.347
H -9.419 3.143 -5.049  0.432
H -7.993 3.437 -2.441  0.329
H -8.619 0.970 -2.929  0.191
H -7.065 1.498 -2.490  0.419
H -6.542 1.494 -5.080  0.290
H -8.157 0.871 -5.293  0.355
H -7.289 -2.188 -4.706  0.263
H -8.598 -1.145 -4.214  0.347
H -7.339 -1.795 -3.069  0.254
C 2.586 -3.320 -6.197  -1.650
C 1.799 -3.146 -7.429  0.659
C 1.322 -1.713 -7.743  -0.744
O 0.279 -1.444 -6.904  -0.259
C -0.338 -0.196 -6.939  -0.742
N 2.660 -3.671 -8.434  -0.763
H 1.810 -3.051 -5.480  0.392
H 3.330 -2.551 -5.990  0.369
H 2.832 -4.363 -6.000  0.440
H 0.867 -3.711 -7.446  0.250
H 0.924 -1.589 -8.750  0.333
H 2.130 -1.025 -7.492  0.312
H -1.130 -0.056 -7.676  0.246
H 0.537 0.445 -7.047  0.332
H -0.627 0.089 -5.927  0.246
H 2.441 -4.644 -8.593  0.279
H 3.552 -3.740 -7.963  0.302
C 1.595 1.832 0.979  -1.296
C 0.558 2.107 -0.113  0.440
C -0.653 1.074 -0.106  -0.580
O -0.267 -0.080 -0.778  -0.315
C -1.325 -0.993 -1.205  -0.740
N 0.079 3.452 0.150  -0.633
H 2.209 2.720 1.130  0.445
H 2.220 0.992 0.675  0.308
H 1.101 1.543 1.907  0.251
H 0.986 2.219 -1.109  0.267
H -1.338 1.531 -0.820  0.314
H -1.102 0.952 0.880  0.280
H -0.750 -1.717 -1.782  0.287
H -2.247 -0.569 -1.603  0.280
H -1.691 -1.710 -0.470  0.312
H 0.926 4.000 0.182  0.193
H -0.640 3.714 -0.508  0.196
C -6.089 5.325 2.030  -1.412
C -4.756 5.249 1.386  0.979
C -4.364 6.522 0.667  -1.083
O -3.462 6.386 -0.395  -0.338
C -3.300 7.572 -1.193  -0.802
N -3.647 4.824 2.288  -0.816
H -6.211 6.307 2.487  0.325
H -6.175 4.595 2.835  0.388
H -6.953 5.087 1.409  0.299
H -4.868 4.514 0.590  0.158
H -3.872 7.130 1.426  0.405
H -5.237 7.102 0.370  0.469
H -4.017 7.504 -2.012  0.296
H -2.249 7.651 -1.469  0.251
H -3.584 8.497 -0.691  0.364
H -3.580 3.831 2.461  0.259
H -2.799 5.000 1.767  0.248
C 3.952 9.777 2.783  -1.392
C 2.994 8.607 2.535  0.558
C 2.790 7.746 3.739  -0.586
O 4.021 7.081 3.833  -0.266
C 3.936 6.195 4.890  -0.796
N 1.645 9.159 2.142  -0.684
H 4.966 9.376 2.789  0.310
H 3.691 10.323 3.690  0.313
H 4.017 10.486 1.957  0.413
H 3.385 8.062 1.676  0.143
H 1.902 7.125 3.616  0.372
H 2.640 8.362 4.626  0.304
H 4.865 5.628 4.823  0.255
H 3.126 5.499 4.674  0.318
H 3.837 6.557 5.913  0.299
H 0.940 8.440 2.056  0.205
H 1.764 9.746 1.329  0.233
C 13.710 4.811 2.391  -1.367
C 12.537 3.823 2.252  0.145
C 11.204 4.506 1.788  -0.618
O 10.119 3.522 1.726  -0.280
C 8.822 3.933 1.257  -0.665
N 12.994 2.895 1.211  -0.729
H 13.735 5.405 1.478  0.284
H 14.639 4.279 2.598  0.377
H 13.621 5.543 3.194  0.364
H 12.341 3.106 3.050  0.449
H 11.378 4.931 0.799  0.345
H 10.927 5.323 2.454  0.346
H 9.060 4.453 0.329  0.318
H 8.201 4.482 1.965  0.226
H 8.363 2.977 1.005  0.227
H 12.776 3.298 0.311  0.266
H 12.292 2.182 1.346  0.311
C -0.318 -2.569 8.558  -1.315
C -0.001 -1.912 7.169  0.525
C -0.633 -0.564 7.005  -0.623
O -2.060 -0.676 6.758  -0.341
C -2.695 0.554 7.112  -0.748
N 1.512 -1.812 7.047  -0.661
H 0.093 -3.577 8.618  0.350
H -1.373 -2.619 8.827  0.312
H 0.166 -1.950 9.314  0.356
H -0.434 -2.518 6.373  0.187
H -0.204 -0.104 6.115  0.254
H -0.357 0.121 7.807  0.373
H -2.143 1.489 7.016  0.347
H -3.125 0.556 8.114  0.275
H -3.464 0.669 6.349  0.269
H 1.860 -1.448 6.171  0.210
H 1.982 -2.688 7.225  0.231

=====

2.
ORCA calculation (ωB97M-V/def2-TZVPD) on a gas-phase ion, CH3N2OS (charge -1).

As for the total charge: -1. As for the SMILES: C/N=[N+](\[O-])[S-]. Its multiplicity is 1. The calculation puts the HOMO energy (alpha / beta) at -2.9 / -2.9 eV.

Each line ends with the natural charge from an NBO analysis.
CARTESIAN COORDINATES (ANGSTROEM)
C -0.913 0.611 0.222  -0.445
N 0.281 0.502 -0.596  -0.479
N 1.121 -0.700 -0.316  0.139
O 1.261 -1.197 0.780  -0.458
S 1.946 -1.118 -1.653  -0.233
H -1.801 0.352 -0.273  0.159
H -0.865 -0.070 1.283  0.148
H -1.031 1.620 0.554  0.169